Entry 1:
Computed, not measured: C25H22F3N5O2 in the gas phase, with ωB97M-V with the def2-TZVPD basis set.

```
57
Properties=species:S:1:pos:R:3:lowdin_charge:R:1
C 2.0594 2.1371 6.3104 -0.0839
H 3.0239 1.6387 6.4483 0.0967
O 1.1877 1.3651 5.5181 -0.0742
C 1.5514 1.0565 4.2515 -0.2695
C 2.7338 1.4648 3.6369 -0.0144
C 3.0091 1.0844 2.3380 -0.0230
C 2.1179 0.2940 1.6127 -0.1675
C 0.9260 -0.0997 2.2336 -0.0043
C 0.6498 0.2699 3.5263 0.0178
H -0.2646 -0.0435 4.0029 0.1168
H 0.2243 -0.7119 1.6939 0.0791
C 2.3845 -0.1166 0.2400 -0.1841
N 1.3582 -0.4782 -0.5015 0.2100
C 1.5581 -0.8513 -1.7541 -0.1889
C 0.7013 -1.2813 -2.7707 -0.0622
C 1.5481 -1.5449 -3.8528 -0.0382
N 2.8193 -1.2824 -3.5852 0.1100
N 2.8410 -0.8769 -2.3306 -0.0053
C 3.9085 -0.5250 -1.5788 -0.0499
C 3.7121 -0.1373 -0.2878 0.0886
H 4.5579 0.1203 0.3254 0.1177
C 5.2673 -0.5895 -2.2325 -0.5758
F 5.3557 0.2224 -3.2928 0.1583
F 6.2351 -0.2112 -1.3822 0.1428
F 5.5800 -1.8211 -2.6446 0.1628
H 1.2700 -1.9050 -4.8230 0.1240
C -0.7410 -1.6101 -2.6922 -0.4128
O -1.1416 -2.7037 -3.0539 0.0718
N -1.5665 -0.6684 -2.1823 -0.0199
C -1.2203 0.7045 -1.9000 -0.1461
H -0.1851 0.8837 -2.1858 0.1157
C -2.1393 1.6535 -2.6727 -0.1613
C -3.5988 1.3473 -2.3548 -0.1894
C -3.8824 -0.1139 -2.6874 -0.1322
H -4.9229 -0.3688 -2.4892 0.1056
H -3.6997 -0.2830 -3.7508 0.1259
C -2.9468 -1.0322 -1.8955 -0.2234
C -3.1768 -1.0394 -0.3999 -0.1352
C -4.4088 -0.7890 0.1926 -0.0192
C -4.5199 -0.8301 1.5736 -0.0542
C -3.3906 -1.1193 2.3211 -0.1498
N -2.2158 -1.3787 1.7723 0.0699
C -2.1199 -1.3484 0.4567 -0.0903
H -1.1423 -1.5821 0.0546 0.1088
H -3.4224 -1.1524 3.4020 0.1025
H -5.4664 -0.6390 2.0556 0.1013
H -5.2806 -0.5665 -0.4040 0.1105
H -3.0634 -2.0632 -2.2593 0.1556
H -4.2550 1.9989 -2.9346 0.1115
H -3.7881 1.5307 -1.2948 0.1108
H -1.8945 2.6826 -2.4064 0.1132
H -1.9671 1.5273 -3.7439 0.1185
H -1.3149 0.8899 -0.8236 0.1278
H 3.9224 1.4396 1.8853 0.1084
H 3.4461 2.0829 4.1603 0.1032
H 1.5665 2.2396 7.2757 0.0938
H 2.2200 3.1305 5.8798 0.0960
```

Results
HOMO-LUMO gap = 7.89 eV
SMILES = COc1ccc(-c2cc(C(F)(F)F)n3ncc(C(=O)N4CCCC[C@@H]4c4cccnc4)c3n2)cc1
Calculated total energy = -45980.6937 eV
E_LUMO = -0.45 eV
Highest occupied orbital energy = -0.3065 Eh
2S+1 = 1



Entry 2:
Computed, not measured: a molecular structure, C25H22F4N4O2RuS, with ωB97M-V with the def2-TZVPD basis set.

```
59
Properties=species:S:1:pos:R:3:lowdin_charge:R:1
Ru -0.2134 0.3176 0.8525 1.3464
C -2.9331 -0.8441 1.3967 -0.0553
N -2.1113 0.3423 1.7171 -0.3538
C -2.9112 1.5466 1.3766 -0.0619
C -1.8431 0.3766 3.1922 -0.1593
C -0.7031 -0.5472 3.5794 -0.1853
N 0.3507 -0.2953 2.6067 -0.1335
C 1.6587 -0.7122 2.7234 -0.1650
C 2.5171 -0.4833 1.6383 -0.1215
F 2.0044 0.1455 0.5236 -0.0003
C 3.8461 -0.8270 1.6289 -0.2147
F 4.5763 -0.5531 0.5496 0.1207
C 4.4134 -1.4492 2.7250 0.0956
C 3.5955 -1.6960 3.8087 -0.2038
F 4.0922 -2.2927 4.8890 0.1247
C 2.2554 -1.3417 3.8209 -0.1373
F 1.5286 -1.6144 4.9129 0.1062
H -3.9113 -0.7512 1.8730 0.1060
H -2.4494 -1.7488 1.7562 0.0802
H -3.0637 -0.9079 0.3181 0.0963
H -3.8146 1.5616 1.9909 0.1070
H -3.1859 1.5151 0.3251 0.0857
H -2.3240 2.4414 1.5592 0.0850
H -2.7645 0.1371 3.7281 0.1365
H -1.5586 1.4015 3.4305 0.1313
H -1.0099 -1.6011 3.5622 0.1206
H -0.3971 -0.3217 4.5994 0.1269
H 5.4573 -1.7258 2.7355 0.1479
O -1.9692 2.9074 -1.4620 -0.2656
S -0.7021 2.3473 -1.1041 0.6395
O -0.2337 2.5499 0.2972 -0.3841
N -0.6377 0.7655 -1.1029 -0.2530
C -0.9817 -0.2637 -1.9439 -0.2456
C -1.3999 -0.2087 -3.2499 0.0122
C -1.6478 -1.4023 -3.9583 -0.0480
C -1.4724 -2.6298 -3.3843 -0.0259
C -1.0431 -2.7221 -2.0394 -0.1430
C -0.8135 -3.9467 -1.3730 0.0260
C -0.3782 -3.9467 -0.0778 -0.0193
C -0.1927 -2.7242 0.5839 -0.0995
N -0.4143 -1.5638 0.0024 -0.0093
C -0.8153 -1.5364 -1.3187 -0.1393
C 0.5144 2.9800 -2.1968 -0.2883
C 0.1178 3.7918 -3.2490 -0.0467
C 1.0846 4.2684 -4.1227 -0.0536
C 2.4168 3.9325 -3.9343 -0.0535
C 2.7996 3.1193 -2.8727 -0.0545
C 1.8467 2.6362 -1.9949 -0.0515
H -1.5345 0.7496 -3.7342 0.1200
H -1.9775 -1.3354 -4.9864 0.1170
H -1.6518 -3.5380 -3.9437 0.1201
H -0.9777 -4.8767 -1.9026 0.1310
H -0.1801 -4.8649 0.4557 0.1181
H 0.1346 -2.6985 1.6150 0.1135
H -0.9259 4.0474 -3.3685 0.1157
H 0.7952 4.9063 -4.9463 0.1145
H 3.1666 4.3085 -4.6177 0.1137
H 3.8414 2.8669 -2.7295 0.1137
H 2.1303 2.0085 -1.1605 0.1005
```

Results
HOMO-LUMO gap (spin up / spin down) = 7.52 / 6.75 eV
Total charge = +1
Calculated total energy = -60618.3415 eV
<S²> = 0.76
E_LUMO (spin up / spin down) = -3.38 / -4.11 eV
Highest occupied orbital energy (spin up / spin down) = -0.4004 / -0.3992 Eh
2S+1 = 2



Entry 3:
Computed, not measured: a molecular structure, C25H22NO4SV, with ωB97M-V with the def2-TZVPD basis set.

```
54
Properties=species:S:1:pos:R:3:lowdin_charge:R:1
C 2.1296 1.6014 -0.9866 -0.1165
C 1.7742 0.5805 -1.8920 -0.0841
C 0.3695 0.6639 -2.1340 -0.1427
H 2.4379 -0.0614 -2.4693 0.1166
C -0.1473 1.7905 -1.3779 -0.1816
C 0.9509 2.2912 -0.5837 -0.1447
H 0.9267 3.2063 0.0176 0.1154
H 3.1441 1.9822 -0.8935 0.1093
H -0.1672 0.1731 -2.9496 0.1053
H -1.0352 2.3702 -1.6963 0.1328
C -1.5308 -0.3507 1.8256 -0.1438
C -0.4298 -0.2927 2.7014 -0.0973
C 0.0972 1.0095 2.6756 -0.1147
H -0.0717 -1.0832 3.3664 0.1316
C -0.6853 1.8024 1.7977 -0.1255
C -1.7386 0.9781 1.2909 -0.1597
H -2.5371 1.3153 0.6589 0.1128
H -2.0402 -1.2877 1.5585 0.1259
H 0.8056 1.4629 3.3469 0.1076
H -0.5987 2.8569 1.6170 0.1125
V -0.0238 0.1856 0.2208 0.9832
O -1.2050 -0.6946 -0.6995 -0.3589
C -2.0329 -1.3517 -1.6752 -0.1880
C -2.6459 -0.1692 -2.2956 -0.0491
H -1.5126 -1.9954 -2.4757 0.1555
H -2.8083 -1.9466 -1.1398 0.1155
H -2.0008 0.4801 -2.8450 0.0787
H -3.9011 1.8237 -3.5698 0.1444
C -4.5386 1.3054 -2.7511 -0.0686
C -3.9040 0.3054 -1.9810 -0.2073
C -4.7982 -0.2701 -0.9020 -0.0009
H -4.3540 -1.0375 -0.2933 0.0872
C -6.0685 0.2169 -0.7373 -0.1045
H -6.7073 -0.2178 0.0232 0.1023
C -6.6505 1.1455 -1.6123 -0.0781
H -7.6551 1.5141 -1.4531 0.0999
C -5.8238 1.7067 -2.5930 -0.1112
H -6.2788 2.3784 -3.3292 0.1091
O 2.9035 0.4341 3.4195 -0.2973
S 3.2377 0.4107 2.0306 0.6980
O 3.5520 1.6549 1.3080 -0.3307
N 2.0360 -0.3759 1.1298 -0.1397
C 2.4705 -1.6054 0.5951 -0.4628
O 1.7174 -2.2358 -0.1702 0.0180
C 3.9025 -1.8353 0.9961 -0.1368
C 4.5858 -3.0493 0.8126 -0.0030
C 5.8767 -3.2080 1.3257 -0.0654
C 6.4706 -2.1666 2.0743 -0.0636
C 5.7709 -0.9753 2.2334 -0.0449
C 4.4871 -0.8330 1.7387 -0.2059
H 4.0721 -3.8747 0.3122 0.1231
H 6.4117 -4.1696 1.1927 0.1126
H 7.4776 -2.3705 2.4908 0.1168
H 6.2830 -0.1878 2.7463 0.1131
```

Results
HOMO-LUMO gap (spin up / spin down) = 6.66 / 6.97 eV
Calculated total energy = -72479.9670 eV
<S²> = 2.10
E_LUMO (spin up / spin down) = -0.70 / -0.97 eV
ΔE to the lowest compared entry with this formula, charge and spin = 42.6 kcal per mole
Highest occupied orbital energy (spin up / spin down) = -0.2704 / -0.2917 Eh
2S+1 = 3



Entry 4:
Computed, not measured: a molecular structure, C25H23AsCuF6HgN4O9, with ωB97M-V with the def2-TZVPD basis set.

```
70
Properties=species:S:1:pos:R:3:lowdin_charge:R:1
Hg 3.2557 0.5419 2.5095 1.4086
Cu 1.2427 -2.8494 2.1530 0.7277
As 5.0680 -2.8874 1.1635 0.6575
F 4.9870 -3.5937 2.7106 -0.2167
F 6.6327 -2.3211 1.4506 -0.1991
F 5.0395 -2.1441 -0.3465 -0.2084
F 3.4015 -3.4062 0.8411 -0.2757
F 4.4078 -1.4015 1.9064 -0.3630
F 5.6679 -4.3286 0.4982 -0.2020
C 1.2708 -0.4309 0.3168 -0.2113
O 1.6956 -0.5518 1.6715 -0.4885
H 0.3234 0.1316 0.3075 0.0705
H 2.0240 -0.0868 -0.3845 0.0759
H 0.8952 -1.4139 -0.0248 0.0650
C 1.8446 -3.1201 -2.3507 -0.0740
C 0.7403 -2.3518 -2.7074 -0.0907
C -0.4766 -2.9571 -2.9326 -0.0038
C -0.4920 -4.3465 -3.0401 -0.1479
C 0.5496 -5.1314 -2.6031 -0.0016
C 1.7364 -4.5101 -2.2590 -0.0513
N -1.6843 -5.0066 -3.6048 -0.3224
O -2.6041 -4.2732 -3.9758 0.0721
O -1.6813 -6.2405 -3.6502 0.0761
H 2.7742 -2.6193 -2.1296 0.1001
H 0.7939 -1.2709 -2.7790 0.1039
H -1.4119 -2.4426 -3.1160 0.1124
H 0.4086 -6.2027 -2.6435 0.1239
H 2.5561 -5.0606 -1.8113 0.1147
C -3.1832 -0.0958 -0.0004 -0.0919
C -4.4688 -0.6436 0.0212 -0.0470
C -5.1732 -0.7593 -1.1745 0.0119
C -4.5838 -0.3317 -2.3390 -0.1429
C -3.3283 0.2424 -2.3607 0.0007
C -2.5982 0.2891 -1.1786 -0.0858
N -5.2652 -0.6338 -3.6029 -0.3795
O -4.5906 -0.5716 -4.6000 0.0935
O -6.3832 -1.0048 -3.5699 0.1208
H -2.6103 0.0273 0.9132 0.0738
H -4.8126 -0.9371 1.0050 0.1045
H -6.1928 -1.1222 -1.1890 0.1276
H -2.9215 0.6732 -3.2632 0.1235
H -1.6732 0.8528 -1.1968 0.0979
C -3.2674 1.1380 4.9693 -0.0294
C -2.6357 1.9494 5.9107 -0.0496
C -1.3213 2.2710 5.7343 -0.0052
C -0.6423 1.8986 4.5855 -0.1385
C -1.3237 1.2510 3.5607 -0.0106
C -2.5676 0.7520 3.8053 -0.0637
N 0.6916 2.4344 4.3592 -0.3328
O 1.4758 1.6905 3.7901 -0.0525
O 0.9443 3.5440 4.6927 0.1685
H -4.2981 0.8327 5.0891 0.1147
H -3.1311 2.1661 6.8474 0.1208
H -0.8502 2.9540 6.4335 0.1321
H -0.8213 0.8870 2.6672 0.1080
H -3.1568 0.1284 3.1428 0.0960
C 2.0397 4.8096 -3.1067 -0.0397
C 2.2373 5.8024 -2.1320 -0.0361
C 2.1943 5.4140 -0.8140 0.0089
C 2.0365 4.0830 -0.4485 -0.1519
C 1.9828 3.1122 -1.4375 0.0014
C 1.9445 3.4625 -2.7726 -0.0451
N 2.1342 3.7152 0.9301 -0.3253
O 2.0603 4.5576 1.7571 0.1582
O 2.3013 2.5133 1.2011 -0.0654
H 2.0937 5.1714 -4.1276 0.1170
H 2.3080 6.8019 -2.5286 0.1176
H 2.4029 6.1535 -0.0434 0.1303
H 1.9828 2.0699 -1.1377 0.0970
H 2.0053 2.7270 -3.5621 0.1159
```

Results
HOMO-LUMO gap = 5.48 eV
Total charge = +1
Calculated total energy = -176624.6118 eV
E_LUMO = -6.61 eV
ΔE to the lowest compared entry with this formula, charge and spin = 0.0 kcal per mole
Highest occupied orbital energy = -0.4441 Eh
2S+1 = 1